(1)
Computed, not measured: a molecular structure, C41H51BInN17OPS2 at a distorted geometry, with the ωB97M-V functional and the def2-TZVPD basis.

The geometry in XYZ format:
```
115
Properties=species:S:1:pos:R:3:forces:R:3
In -0.862 -0.844 -0.688 0.336 0.213 -0.001
N -4.026 0.049 3.012 -0.087 -0.264 0.184
C -2.920 -0.018 2.256 0.161 1.059 -0.597
S -2.517 1.386 1.291 -1.122 -0.561 -0.302
N -2.213 -1.094 2.308 -0.899 -0.911 1.259
N -1.191 -1.396 1.528 1.197 -0.112 -0.886
C -0.516 -2.462 1.877 -1.091 0.830 0.760
C -0.834 -3.141 3.145 -0.078 -0.326 0.196
C -0.873 -2.454 4.357 0.187 -0.086 -0.079
C -1.259 -3.109 5.512 0.098 0.045 0.036
C -1.620 -4.447 5.471 -0.039 -0.020 -0.082
C -1.612 -5.128 4.264 -0.031 -0.122 0.094
C -1.217 -4.483 3.109 0.052 0.256 -0.051
C 0.419 -3.070 0.952 0.834 -0.589 -0.288
C 1.314 -4.059 1.388 -0.291 0.365 -0.004
C 2.145 -4.675 0.479 -0.081 0.195 -0.391
C 2.080 -4.282 -0.853 -0.035 -0.042 0.167
C 1.201 -3.276 -1.205 0.307 -0.221 -0.338
N 0.390 -2.691 -0.335 -0.258 0.284 0.355
H -4.625 0.856 3.015 0.165 0.012 -0.096
H -4.302 -0.767 3.535 -0.009 -0.021 -0.013
H -0.585 -1.414 4.393 -0.015 0.113 -0.002
H -1.279 -2.574 6.448 0.024 0.046 0.090
H -1.912 -4.959 6.374 -0.055 -0.035 0.104
H -1.917 -6.161 4.221 -0.023 -0.118 0.018
H -1.232 -5.007 2.165 0.029 -0.143 -0.098
H 1.359 -4.321 2.432 -0.102 -0.001 0.104
H 2.828 -5.446 0.796 0.098 -0.093 0.035
H 2.693 -4.754 -1.601 0.094 -0.019 -0.155
H 1.122 -2.941 -2.227 0.038 -0.041 -0.008
C -2.095 3.053 -2.153 -0.058 -0.001 -0.048
C -1.208 2.243 -1.460 0.005 0.044 -0.067
N -1.624 0.986 -1.532 0.730 -0.175 0.264
N -2.740 0.945 -2.256 -0.367 0.210 -0.134
C -3.052 2.184 -2.646 0.071 0.404 0.022
B -3.410 -0.382 -2.709 -0.014 -0.043 0.332
N -2.327 -1.150 -3.498 -0.231 -0.086 -0.521
C -2.381 -1.724 -4.707 0.207 -0.203 -0.223
C -1.113 -2.133 -5.063 -0.076 0.006 0.035
C -0.327 -1.785 -3.974 -0.243 0.018 -0.235
N -1.065 -1.210 -3.030 0.665 0.037 0.459
N -3.769 -1.291 -1.512 -0.554 0.182 -0.125
C -4.950 -1.830 -1.191 -0.165 -0.266 0.246
C -4.742 -2.782 -0.213 0.062 0.000 -0.048
C -3.374 -2.768 0.010 -0.252 -0.060 -0.076
N -2.805 -1.866 -0.786 0.636 -0.080 0.255
N -4.694 -0.013 -3.395 -0.261 0.058 -0.360
C -5.210 -0.050 -4.650 -0.147 0.048 -0.172
C -6.482 0.459 -4.605 0.176 -0.088 -0.048
C -6.673 0.805 -3.260 0.199 -0.086 -0.254
N -5.602 0.531 -2.551 -0.034 0.269 0.671
H -2.045 4.113 -2.295 -0.012 0.190 -0.071
H -0.310 2.483 -0.922 0.133 -0.014 0.121
H -3.914 2.397 -3.244 -0.213 -0.083 -0.112
H -3.302 -1.850 -5.233 -0.214 0.075 -0.113
H -0.790 -2.603 -5.968 -0.049 -0.111 -0.194
H 0.736 -1.891 -3.885 0.133 -0.051 0.130
H -5.865 -1.505 -1.644 -0.007 0.007 -0.094
H -5.480 -3.394 0.259 -0.152 -0.163 0.098
H -2.792 -3.366 0.685 0.105 0.003 0.153
H -4.657 -0.402 -5.494 0.133 -0.077 -0.189
H -7.180 0.565 -5.409 -0.082 0.005 -0.257
H -7.541 1.232 -2.797 -0.145 0.121 0.147
O 1.028 0.241 -0.321 -0.458 -0.284 -0.281
P 2.439 0.767 -0.212 0.271 0.482 0.383
N 3.052 0.341 1.259 -0.160 0.129 -0.859
C 4.254 0.916 1.868 0.309 0.337 0.241
C 5.098 -0.291 2.269 -0.132 0.047 0.071
C 4.022 -1.289 2.684 0.044 0.059 -0.117
C 2.945 -1.072 1.626 -0.385 -0.446 0.156
N 3.324 0.117 -1.448 -0.417 0.579 0.458
C 4.787 0.229 -1.509 0.474 -0.167 0.172
C 5.103 0.363 -2.996 -0.039 -0.116 0.055
C 3.965 -0.426 -3.635 -0.004 0.168 0.023
C 2.779 0.048 -2.806 -0.361 -0.179 -0.284
N 2.571 2.418 -0.254 0.033 -0.954 -0.144
C 2.967 3.204 -1.421 0.161 0.007 -0.522
C 3.085 4.652 -0.913 0.017 0.026 0.122
C 2.934 4.547 0.607 -0.054 -0.074 -0.066
C 2.057 3.309 0.765 -0.009 0.310 0.415
H 3.965 1.476 2.765 0.070 0.047 -0.072
H 4.760 1.597 1.187 0.013 0.055 0.030
H 5.796 -0.063 3.070 0.064 0.036 -0.010
H 5.657 -0.676 1.415 0.056 0.036 -0.067
H 3.639 -1.028 3.670 -0.033 -0.045 0.060
H 4.376 -2.317 2.705 -0.018 -0.053 0.056
H 1.941 -1.280 2.002 0.098 -0.018 0.001
H 3.132 -1.707 0.750 -0.051 -0.056 0.034
H 5.225 -0.693 -1.114 0.084 0.109 0.053
H 5.162 1.067 -0.921 0.025 0.025 0.011
H 6.086 -0.025 -3.248 0.084 0.026 0.018
H 5.049 1.405 -3.312 0.043 0.029 -0.001
H 4.132 -1.494 -3.493 -0.045 -0.081 -0.034
H 3.854 -0.217 -4.696 -0.083 -0.046 -0.039
H 1.920 -0.620 -2.814 0.030 0.020 -0.093
H 2.447 1.029 -3.165 -0.052 -0.028 -0.005
H 2.221 3.149 -2.220 0.049 -0.056 -0.037
H 3.917 2.840 -1.810 -0.040 -0.011 -0.075
H 2.284 5.264 -1.328 0.031 -0.002 -0.043
H 4.034 5.099 -1.197 -0.035 0.051 -0.062
H 2.485 5.441 1.036 0.033 -0.015 0.083
H 3.903 4.379 1.075 0.020 -0.006 0.082
H 1.007 3.575 0.570 0.047 -0.079 0.065
H 2.120 2.833 1.742 -0.070 0.095 0.069
S -0.494 1.773 2.307 0.804 0.569 0.344
C -0.782 3.332 2.929 0.038 -0.713 -1.113
N -1.349 4.304 2.123 0.113 -0.101 0.479
C -1.455 5.578 2.576 0.074 0.187 0.265
C -1.003 5.894 3.824 -0.032 -0.159 -0.171
C -0.479 4.839 4.610 -0.178 0.142 -0.422
N -0.384 3.615 4.154 0.136 0.106 0.997
H -1.743 4.029 1.228 0.115 0.062 0.159
H -1.893 6.304 1.908 -0.046 -0.019 -0.058
H -1.057 6.900 4.201 -0.047 0.121 -0.018
H -0.138 5.007 5.621 0.030 0.062 0.089
```
Positions in Å, forces in eV/Å.

Values from the calculation:
* E_tot: -107526.3701 eV
* energy above the lowest of the compared OMol25 structures with the same formula, charge and spin: 9.59 kcal/mol
* multiplicity: 2
* HOMO-LUMO gap (alpha / beta): 5.1 / 7.1 eV
* total charge: +2

(2)
Computed, not measured: a molecular structure, C18H27BrNO4P2Tc at a distorted geometry, with the ωB97M-V functional and the def2-TZVPD basis.

The geometry in XYZ format:
```
54
Properties=species:S:1:pos:R:3:forces:R:3
Tc -0.102 0.233 -0.184 -1.411 -1.522 1.943
P 1.589 0.767 1.186 3.564 1.296 0.885
C 2.994 -0.295 0.701 -0.135 -0.455 0.349
C 2.519 -1.480 -0.102 0.199 -0.704 0.550
N 1.269 -1.440 -0.622 -0.314 2.031 -1.160
C 0.934 -2.280 -1.635 -0.035 -0.892 0.061
C 1.693 -3.423 -1.883 -0.577 0.637 -0.207
C 2.887 -3.587 -1.197 0.327 -0.247 0.157
C 3.316 -2.605 -0.314 -0.045 0.819 0.067
C -0.284 -1.915 -2.454 -0.166 -0.057 0.517
P -0.596 -0.085 -2.349 0.215 -1.534 -2.949
H 4.279 -2.625 0.189 -0.104 -0.239 -0.265
H 1.332 -4.136 -2.624 0.304 0.163 0.127
H 3.521 -4.453 -1.388 -0.200 0.133 0.074
H -0.165 -2.194 -3.511 -0.023 -0.048 0.368
H -1.178 -2.427 -2.060 0.199 0.104 -0.169
H 3.687 0.329 0.112 -0.120 -0.251 -0.210
H 3.544 -0.624 1.597 -0.126 0.121 -0.226
H 3.808 1.759 -1.805 0.242 -0.043 -0.121
O 4.531 1.112 -1.725 -0.130 0.535 0.473
H 5.290 1.660 -1.456 -0.168 -0.364 -0.291
H 1.447 2.052 -1.750 0.028 0.132 0.117
O 2.023 2.822 -1.856 -0.155 -0.487 -0.374
H 1.979 2.973 -2.815 0.198 0.372 0.206
C 0.281 0.535 -3.813 0.348 0.565 0.250
H 0.047 -0.100 -4.673 -0.102 0.036 0.191
H -0.047 1.558 -4.033 0.090 -0.126 0.005
H 1.367 0.524 -3.665 -0.140 -0.035 -0.029
C -2.338 0.069 -2.801 -0.314 0.495 0.685
H -2.596 1.129 -2.857 -0.042 -0.032 -0.079
H -2.546 -0.401 -3.764 0.243 -0.046 0.026
H -2.966 -0.391 -2.035 0.001 -0.037 -0.081
C 1.150 0.219 2.872 -1.160 -0.351 -0.184
H 2.056 0.275 3.491 -0.181 -0.007 -0.279
H 0.371 0.878 3.288 0.332 -0.153 -0.078
H 0.754 -0.807 2.847 0.277 0.215 0.167
C 2.321 2.388 1.498 -0.240 0.220 -0.204
H 1.603 3.015 2.041 0.162 -0.067 -0.125
H 3.223 2.258 2.109 -0.142 0.014 -0.107
H 2.573 2.871 0.548 0.025 -0.015 0.189
Br -2.089 -1.791 3.482 -1.589 0.909 0.102
C -3.478 -0.550 3.114 1.423 -0.808 -0.273
C -4.562 -0.451 3.994 -1.658 0.627 0.754
C -5.523 0.557 3.826 0.492 -0.876 0.295
C -5.388 1.479 2.783 -1.049 0.230 0.697
C -4.320 1.384 1.891 1.845 -0.888 -0.709
C -3.391 0.352 2.029 -0.086 1.327 -0.214
C -2.205 0.339 1.158 1.134 0.850 -1.088
O -1.631 1.421 0.746 -0.955 -1.351 0.464
O -1.679 -0.772 0.782 -0.610 0.309 -0.484
H -4.654 -1.152 4.813 -0.001 -0.017 0.024
H -6.373 0.615 4.506 0.282 -0.003 -0.129
H -6.111 2.293 2.670 0.176 -0.302 0.051
H -4.170 2.117 1.096 -0.126 -0.179 0.238
```
Positions in Å, forces in eV/Å.

Values from the calculation:
* E_tot: -119575.4438 eV
* multiplicity: 4
* HOMO-LUMO gap (alpha / beta): 6.7 / 4.5 eV
* total charge: +3

(3)
Computed, not measured: a molecular structure, C30H36InN4 at a distorted geometry, with the ωB97M-V functional and the def2-TZVPD basis.

The geometry in XYZ format:
```
71
Properties=species:S:1:pos:R:3:forces:R:3
In -1.220 -0.203 -0.056 3.447 2.795 -0.170
N -1.310 -2.053 1.297 -0.187 -1.798 1.670
N -0.358 -2.641 -1.665 -1.341 1.712 -2.652
C 1.489 1.869 -0.383 0.027 -0.509 1.330
C 2.345 0.779 -0.057 -1.078 0.535 0.810
C 2.050 0.368 1.274 -0.601 0.722 -0.835
C 2.697 -0.728 2.027 0.239 -0.168 0.337
H 3.444 -1.236 1.411 -0.040 -0.124 0.080
H 1.964 -1.469 2.372 0.124 -0.114 0.000
H 3.212 -0.338 2.918 0.034 -0.187 0.030
C 1.021 1.199 1.774 0.269 0.420 -1.059
C 0.425 1.131 3.131 0.163 0.110 0.342
H 1.000 1.746 3.846 -0.227 -0.119 0.094
H 0.428 0.102 3.515 -0.068 0.067 0.043
H -0.609 1.504 3.139 0.044 -0.052 0.038
C 0.684 2.141 0.757 0.964 -0.664 0.070
C -0.286 3.255 0.907 0.101 0.364 0.045
H -1.204 2.937 1.422 -0.010 0.075 -0.108
H -0.558 3.672 -0.073 -0.102 -0.065 0.170
H 0.159 4.075 1.501 -0.255 -0.025 -0.104
C 3.358 0.166 -0.937 0.371 -0.266 -0.330
H 4.257 -0.099 -0.365 0.003 -0.048 -0.204
H 3.663 0.863 -1.730 0.035 -0.174 0.034
H 2.986 -0.753 -1.416 0.209 -0.005 -0.047
C 1.415 2.601 -1.667 -0.009 0.343 -0.267
H 0.396 2.576 -2.081 0.100 0.057 -0.094
H 2.088 2.168 -2.415 -0.064 0.059 -0.030
H 1.698 3.659 -1.539 -0.070 -0.062 -0.203
C -2.046 -2.183 2.429 -0.272 -0.649 -0.348
H -2.122 -1.325 3.107 0.047 -0.135 -0.452
C -2.708 -3.369 2.747 0.170 0.424 0.132
H -3.327 -3.398 3.642 0.141 -0.066 -0.090
C -2.590 -4.481 1.904 -0.064 0.197 0.088
H -3.150 -5.396 2.094 0.098 0.183 0.056
C -1.720 -4.393 0.838 -0.146 0.449 0.147
H -1.544 -5.209 0.142 0.052 0.139 0.272
C -1.007 -3.194 0.604 -1.065 0.172 -0.065
C -0.024 -3.145 -0.435 1.929 -1.511 1.224
H 1.042 -3.066 -0.179 -0.605 0.501 0.175
C -0.837 -1.344 -1.893 1.329 -3.347 -2.427
C -0.137 -3.304 -2.879 -0.193 0.647 1.289
H 0.185 -4.318 -2.885 0.072 -0.374 -0.009
C -0.351 -2.415 -3.846 0.377 0.648 -0.383
H -0.209 -2.531 -4.895 -0.025 0.167 -0.449
N -0.675 -1.190 -3.254 -0.435 -0.879 -0.095
C -0.565 0.021 -4.000 -0.067 0.660 -0.188
C 0.655 0.310 -4.647 -0.527 0.419 0.181
C 0.750 1.487 -5.405 -0.424 -0.370 0.118
H 1.691 1.703 -5.919 -0.271 -0.029 0.154
C -0.331 2.362 -5.528 0.086 -0.317 0.286
C -0.234 3.573 -6.410 -0.038 0.218 -0.045
H -0.250 4.500 -5.826 0.030 -0.102 -0.048
H -1.078 3.614 -7.107 0.120 0.002 0.066
H 0.690 3.552 -6.993 -0.099 0.052 0.053
C -1.505 2.081 -4.825 0.150 -0.299 -0.054
H -2.343 2.781 -4.892 0.199 -0.272 0.030
C -1.648 0.904 -4.075 0.296 0.184 -0.202
C -2.952 0.594 -3.410 -0.536 0.243 -0.020
H -3.306 -0.418 -3.634 0.178 0.062 0.048
H -3.701 1.300 -3.788 0.027 -0.159 0.135
H -2.921 0.712 -2.318 0.200 -0.032 -0.162
C 1.853 -0.574 -4.512 0.672 -0.209 -0.152
H 1.736 -1.525 -5.053 0.065 0.277 0.259
H 2.106 -0.794 -3.465 -0.251 0.014 -0.254
H 2.721 -0.067 -4.951 -0.133 -0.071 0.108
C -4.769 0.821 2.978 -0.460 0.372 0.637
C -3.752 0.606 1.981 1.130 -0.098 -1.481
N -2.960 0.442 1.146 -4.148 0.162 2.550
H -5.306 1.762 2.747 0.258 -0.496 0.183
H -4.298 0.902 3.972 -0.244 -0.012 -0.287
H -5.480 -0.021 2.969 0.299 0.356 0.034
```
Positions in Å, forces in eV/Å.

Values from the calculation:
* E_tot: -42822.9718 eV
* energy above the lowest of the compared OMol25 structures with the same formula, charge and spin: 6.09 kcal/mol
* HOMO-LUMO gap: 3.2 eV
* total charge: -1

- Number 2 is which compound?
  C18H27BrNO4P2Tc